(1)
The following is a quantum chemistry calculation of C42H41CdFN5O2 as an isolated structure, from the Open Molecules 2025 dataset.

Geometry as XYZ:
```
92
Properties=species:S:1:pos:R:3:forces:R:3
Cd -0.596 0.261 0.597 -0.117 -0.089 0.013
C -3.146 2.237 3.785 -0.011 0.005 -0.004
C -2.880 1.500 2.486 0.002 -0.022 0.029
O -1.709 1.672 2.015 0.019 0.037 -0.009
C -3.908 0.746 1.941 0.012 0.017 0.002
C -3.879 -0.037 0.741 -0.020 -0.010 -0.003
C -5.200 -0.533 0.206 0.008 -0.017 0.002
N -2.784 -0.302 0.100 0.071 0.019 -0.036
N -2.938 -0.918 -1.139 -0.012 0.033 0.020
C -1.795 -1.308 -1.636 0.041 -0.049 -0.046
O -0.636 -1.255 -1.093 0.019 0.014 0.038
C -1.846 -1.834 -3.043 0.006 0.026 0.013
C -2.998 -1.742 -3.821 -0.013 -0.009 0.005
C -2.993 -2.171 -5.138 -0.002 0.004 -0.003
C -1.836 -2.702 -5.698 0.011 -0.007 -0.006
C -0.686 -2.801 -4.927 -0.011 0.006 0.005
C -0.692 -2.367 -3.608 0.002 0.016 -0.006
H -2.942 3.301 3.643 0.005 0.002 0.002
H -2.447 1.872 4.540 -0.002 -0.001 -0.002
H -4.166 2.107 4.145 0.001 0.001 0.001
H -4.852 0.761 2.470 0.001 0.005 0.003
H -6.008 -0.291 0.894 -0.004 0.004 -0.002
H -5.166 -1.609 0.035 0.003 0.003 -0.003
H -5.398 -0.075 -0.765 -0.005 0.005 0.002
H -3.886 -1.319 -3.369 0.002 0.000 -0.003
H -3.894 -2.089 -5.736 0.000 -0.002 0.003
H -1.833 -3.036 -6.729 0.002 0.000 0.001
H 0.220 -3.215 -5.355 0.004 0.002 -0.002
H 0.201 -2.414 -2.997 -0.009 -0.016 0.006
C 2.916 0.073 -3.039 -0.008 -0.005 -0.001
C 2.443 0.493 -1.783 -0.002 0.014 0.004
N 1.234 0.967 -1.587 0.034 0.000 0.024
C 0.416 1.078 -2.651 -0.002 -0.013 -0.030
C 0.792 0.698 -3.947 0.010 0.004 -0.014
C 2.084 0.171 -4.119 -0.007 -0.001 -0.005
C -0.130 0.835 -5.039 0.016 0.004 0.004
C -1.358 1.351 -4.844 -0.010 -0.017 0.014
C -1.777 1.767 -3.536 -0.003 -0.003 0.002
C -3.051 2.303 -3.287 -0.012 -0.002 -0.009
C -3.399 2.659 -2.011 0.007 0.003 -0.002
C -2.476 2.441 -0.979 -0.008 0.004 0.019
N -1.278 1.938 -1.186 -0.007 -0.005 0.010
C -0.913 1.618 -2.441 -0.039 0.021 -0.009
H 3.918 -0.324 -3.126 0.001 -0.002 0.004
H 3.083 0.426 -0.913 0.008 0.005 -0.003
H 2.399 -0.150 -5.106 0.002 -0.003 0.000
H 0.183 0.500 -6.021 -0.003 -0.005 -0.002
H -2.060 1.441 -5.664 -0.001 0.007 -0.002
H -3.748 2.416 -4.110 0.000 0.006 0.001
H -4.375 3.064 -1.781 0.000 0.001 0.003
H -2.731 2.639 0.056 0.000 0.004 -0.016
C 2.341 -2.738 -0.267 0.007 0.000 -0.012
C 2.620 -2.343 1.186 0.010 -0.030 -0.001
C 3.514 -3.373 1.877 0.000 -0.004 -0.001
C 3.198 -0.942 1.250 -0.022 0.012 0.012
C 4.515 -0.732 0.861 0.035 0.014 -0.002
C 5.059 0.543 0.842 -0.013 -0.009 -0.011
C 4.273 1.613 1.232 -0.004 0.004 0.005
C 2.952 1.449 1.651 0.001 0.002 0.008
C 2.216 2.713 2.083 0.006 0.008 0.001
C 1.315 3.280 0.984 0.003 -0.024 0.005
C 1.445 2.614 3.401 0.012 0.004 0.004
C 2.398 0.155 1.643 0.021 -0.011 0.012
N 1.056 -0.078 2.009 -0.028 0.022 -0.030
C 0.865 -0.632 3.238 0.034 -0.001 -0.011
C 1.855 -0.720 4.242 -0.013 0.002 -0.018
C 1.599 -1.269 5.491 -0.004 -0.003 0.006
C 0.348 -1.769 5.814 -0.003 -0.003 0.005
C -0.647 -1.729 4.841 0.011 -0.003 0.019
C -0.375 -1.191 3.609 -0.005 -0.010 0.011
F -1.356 -1.239 2.670 -0.004 0.013 -0.020
H 1.939 -3.753 -0.315 -0.001 0.000 -0.003
H 3.263 -2.709 -0.857 -0.002 -0.003 -0.002
H 1.608 -2.071 -0.724 0.004 -0.007 0.017
H 1.666 -2.337 1.708 -0.008 0.011 -0.007
H 4.461 -3.512 1.348 -0.001 0.006 0.001
H 3.011 -4.343 1.906 0.005 -0.001 0.000
H 3.736 -3.075 2.903 -0.006 0.003 0.000
H 5.122 -1.577 0.553 -0.006 -0.004 -0.003
H 6.085 0.700 0.532 0.001 0.001 0.000
H 4.695 2.613 1.230 0.002 -0.001 0.003
H 3.016 3.446 2.241 -0.008 0.005 -0.002
H 0.411 2.684 0.860 0.005 0.011 -0.007
H 1.828 3.320 0.022 -0.005 0.002 0.001
H 0.993 4.289 1.255 0.002 0.004 0.004
H 0.516 2.062 3.277 -0.001 -0.001 0.003
H 1.192 3.622 3.741 0.002 0.002 0.000
H 2.040 2.133 4.180 -0.006 -0.006 0.001
H 2.841 -0.331 4.023 0.001 -0.002 0.010
H 2.399 -1.297 6.223 0.002 0.000 -0.002
H 0.147 -2.192 6.790 -0.001 0.001 0.000
H -1.638 -2.127 5.018 -0.003 0.001 -0.007
```
Forces are in eV/Å.

Results
- Total charge: -1
- LUMO level: 2.4310 eV
- Electronic energy: -2317.09545 hartree
- ΔE to the lowest compared entry with this formula, charge and spin: 0.0 kcal per mole
- Orbital gap: 6.316 eV


(2)
The following is a quantum chemistry calculation of one molecule with the formula CHCl2NO2 at a distorted geometry, from the Open Molecules 2025 dataset.

Geometry as XYZ:
```
7
Properties=species:S:1:pos:R:3:forces:R:3
O 0.061 2.639 -0.283 -0.093 0.130 0.144
N -0.417 1.598 -0.657 -1.119 -0.505 -1.030
O -1.569 1.349 -0.945 0.442 0.790 0.321
C 0.585 0.462 -0.852 -2.162 -0.719 0.949
Cl 1.356 0.615 -2.332 0.613 -0.012 -1.465
Cl -0.284 -1.068 -0.546 0.670 0.410 -0.320
H 1.215 0.659 -0.057 1.648 -0.094 1.402
```
Forces are in eV/Å.

Results
- SMILES string: O=[N+]([O-])C(Cl)Cl
- Total charge: 0
- LUMO level: -0.3360 eV
- Electronic energy: -1164.20935 hartree
- ΔE to the lowest compared entry with this formula, charge and spin: 49.1 kcal per mole
- Orbital gap: 11.281 eV


(3)
The following is a quantum chemistry calculation of a 5-piece molecular cluster, C30H84N12O7P4 overall at a distorted geometry, from the Open Molecules 2025 dataset.

Geometry as XYZ:
```
137
Properties=species:S:1:pos:R:3:forces:R:3
C -1.053 -3.876 1.012 -0.042 -0.534 -0.353
N -1.854 -2.749 0.585 -0.081 0.400 0.606
C -2.979 -2.585 1.502 -0.276 0.405 -0.282
P -2.244 -2.334 -1.040 7.145 -0.333 1.601
O -2.324 -0.830 -0.849 -3.691 -0.859 -0.917
N -0.816 -2.284 -2.062 0.485 -0.047 -0.360
C 0.514 -2.413 -1.486 0.010 -0.327 0.319
C -0.794 -1.132 -2.969 -0.317 0.044 -0.005
N -2.555 -4.029 -1.489 -3.261 0.806 -0.762
C -1.665 -4.850 -2.294 0.620 0.090 -0.447
C -3.920 -4.135 -2.055 -0.223 -0.038 0.395
H -1.585 -4.835 0.930 0.013 -0.033 -0.035
H -0.769 -3.744 2.060 -0.166 0.153 0.011
H -0.113 -3.953 0.471 -0.148 0.003 -0.133
H -3.720 -3.391 1.377 0.025 -0.074 0.168
H -3.485 -1.635 1.322 0.065 -0.003 -0.061
H -2.643 -2.579 2.540 0.117 -0.072 -0.051
H 0.658 -1.756 -0.618 0.085 -0.027 0.015
H 1.279 -2.169 -2.226 -0.174 0.157 -0.121
H 0.739 -3.441 -1.198 -0.090 0.009 0.109
H -0.453 -0.216 -2.471 -0.080 0.054 -0.015
H -1.782 -0.940 -3.387 0.013 0.049 0.053
H -0.125 -1.331 -3.809 0.057 -0.152 0.090
H -1.445 -4.421 -3.274 0.093 0.026 0.046
H -2.123 -5.829 -2.458 -0.308 0.122 0.278
H -0.733 -5.062 -1.770 0.068 0.282 -0.014
H -3.986 -3.663 -3.042 -0.086 -0.127 -0.067
H -4.641 -3.637 -1.396 0.051 0.048 -0.039
H -4.235 -5.176 -2.141 0.135 -0.019 0.014
C -1.144 1.846 6.375 0.031 0.457 0.465
N -0.070 1.821 5.406 0.017 -0.662 -0.243
C 0.769 0.650 5.649 0.417 0.118 -0.370
P 0.820 3.180 4.836 -7.299 0.206 -1.243
O 1.111 2.657 3.439 3.610 0.229 1.628
N -0.234 4.477 4.306 -0.360 0.575 -0.021
C -1.676 4.282 4.219 -0.217 -0.347 0.378
C 0.195 5.097 3.047 0.388 -0.132 -0.117
N 0.942 3.897 6.465 3.420 -0.228 -0.102
C 0.177 5.045 6.920 -0.417 0.426 -0.372
C 2.370 4.132 6.783 0.059 -0.401 0.101
H -0.789 2.002 7.404 -0.012 0.027 0.021
H -1.677 0.893 6.351 0.180 -0.082 -0.105
H -1.896 2.598 6.150 0.175 0.089 -0.005
H 1.361 0.764 6.571 -0.085 -0.145 0.092
H 1.464 0.498 4.821 -0.046 0.079 -0.023
H 0.166 -0.255 5.733 -0.111 0.093 0.041
H -1.935 3.357 3.690 -0.110 0.036 -0.013
H -2.150 5.114 3.695 0.269 0.046 -0.160
H -2.154 4.284 5.201 0.087 -0.130 0.051
H -0.112 4.507 2.178 0.048 0.033 -0.037
H 1.279 5.215 3.013 -0.014 -0.056 0.001
H -0.236 6.097 2.950 -0.125 -0.039 0.200
H 0.315 5.934 6.301 -0.094 -0.006 -0.007
H 0.490 5.299 7.938 0.240 -0.281 -0.024
H -0.884 4.813 6.997 -0.009 -0.018 -0.286
H 2.787 4.950 6.185 0.082 0.072 0.134
H 2.955 3.229 6.573 -0.028 0.039 -0.055
H 2.510 4.362 7.840 -0.110 0.018 -0.012
C 6.474 8.145 -4.992 0.334 -0.435 0.348
N 5.141 8.458 -4.526 -0.125 0.641 -0.266
C 5.138 9.797 -3.943 -0.524 -0.001 0.214
P 4.058 7.377 -3.734 2.125 -2.035 -6.750
O 2.763 7.983 -4.246 -0.177 0.674 3.893
N 3.886 5.866 -4.607 0.075 -0.588 -0.168
C 4.479 5.695 -5.925 0.423 0.182 -0.011
C 2.497 5.397 -4.684 -0.131 0.275 0.107
N 5.349 6.684 -2.719 -1.582 1.098 2.843
C 5.940 5.371 -2.916 -0.206 -0.512 -0.437
C 4.962 6.811 -1.294 0.113 0.393 0.015
H 7.206 8.064 -4.175 0.021 -0.031 0.005
H 6.818 8.933 -5.666 -0.160 0.127 0.090
H 6.511 7.232 -5.581 -0.090 -0.041 0.169
H 5.675 9.818 -2.982 0.137 0.116 -0.061
H 4.116 10.135 -3.764 -0.010 -0.088 -0.030
H 5.602 10.520 -4.616 0.074 -0.118 -0.055
H 4.253 6.534 -6.596 0.045 -0.036 -0.071
H 4.115 4.779 -6.394 -0.229 0.024 0.145
H 5.561 5.559 -5.875 0.020 0.139 0.028
H 1.948 5.915 -5.478 -0.135 -0.004 0.077
H 1.969 5.560 -3.746 0.045 0.070 -0.015
H 2.454 4.326 -4.889 0.266 -0.001 -0.001
H 5.211 4.558 -2.896 0.036 -0.018 -0.086
H 6.667 5.185 -2.120 -0.092 0.332 0.136
H 6.512 5.327 -3.842 -0.244 0.019 -0.144
H 4.137 6.136 -1.038 0.069 -0.049 0.148
H 4.636 7.836 -1.083 -0.044 -0.044 -0.042
H 5.804 6.603 -0.632 0.037 -0.046 -0.097
C -0.273 -10.674 0.909 -0.350 -0.279 0.483
N -0.855 -9.510 0.276 0.543 0.392 -0.264
C -0.142 -8.314 0.722 -0.332 0.394 -0.238
P -2.531 -9.229 0.003 2.855 -6.057 -3.062
O -2.392 -8.408 -1.267 -1.554 2.643 2.489
N -3.300 -10.600 -0.778 -0.289 -0.490 -0.168
C -2.506 -11.721 -1.262 0.330 -0.116 0.294
C -4.218 -10.213 -1.854 -0.067 0.302 0.084
N -2.991 -9.841 1.613 -1.314 3.064 0.809
C -3.617 -11.129 1.860 -0.255 -0.468 -0.473
C -3.774 -8.798 2.319 0.350 0.224 0.112
H -0.417 -10.687 1.998 -0.016 -0.026 0.016
H 0.803 -10.691 0.718 -0.021 0.220 -0.051
H -0.648 -11.608 0.498 -0.150 0.109 0.051
H -0.368 -8.080 1.773 0.174 -0.025 0.059
H -0.427 -7.450 0.118 -0.058 -0.065 -0.025
H 0.936 -8.438 0.617 -0.030 -0.148 0.009
H -1.642 -11.394 -1.856 0.027 -0.083 -0.015
H -3.113 -12.382 -1.882 -0.153 0.209 -0.063
H -2.159 -12.360 -0.448 0.090 0.096 0.040
H -3.693 -9.992 -2.789 -0.030 0.092 0.000
H -4.800 -9.334 -1.578 0.051 0.017 -0.036
H -4.929 -11.021 -2.045 0.098 -0.110 0.125
H -4.555 -11.268 1.319 0.043 -0.074 -0.028
H -3.834 -11.219 2.928 0.141 0.342 0.037
H -2.940 -11.951 1.634 -0.017 0.070 -0.273
H -4.767 -8.670 1.876 -0.080 0.004 0.152
H -3.253 -7.835 2.264 -0.029 -0.028 -0.061
H -3.890 -9.036 3.378 0.034 -0.101 -0.042
C -2.660 5.667 -0.378 -0.004 -0.794 -0.421
C -3.118 4.295 0.163 -0.017 0.341 0.770
O -2.022 3.471 0.552 -0.125 0.121 -0.670
C -1.531 2.751 -0.596 0.082 -0.339 0.788
C -0.002 2.588 -0.473 -0.448 0.456 0.016
C 0.808 3.085 -1.690 1.166 -0.854 0.937
O 0.254 4.257 -2.307 -0.758 -0.630 0.035
C -0.352 4.019 -3.485 -0.644 0.670 -0.690
O 0.075 3.372 -4.387 0.526 -0.815 -0.091
H -2.496 6.359 0.452 0.057 -0.013 -0.269
H -3.398 6.062 -1.088 0.063 0.129 0.331
H -1.730 5.519 -0.943 -0.106 0.212 0.201
H -3.753 3.740 -0.543 0.033 0.245 0.094
H -3.686 4.477 1.085 -0.093 -0.227 -0.260
H -1.856 3.313 -1.480 0.358 -0.301 -0.076
H -2.000 1.746 -0.596 0.045 0.497 -0.199
H 0.351 3.120 0.419 -0.350 0.009 -0.143
H 0.187 1.528 -0.259 0.329 0.213 -0.359
H 1.805 3.367 -1.327 -0.195 0.009 -0.194
H 0.971 2.252 -2.381 -0.282 0.506 -0.382
H -1.328 4.514 -3.641 0.275 0.398 0.672
```
Forces are in eV/Å.

Results
- SMILES string: CN(C)P(=O)(N(C)C)N(C)C.CN(C)P(=O)(N(C)C)N(C)C.CN(C)P(=O)(N(C)C)N(C)C.CN(C)P(=O)(N(C)C)N(C)C.CCOCCCOC=O
- Total charge: 0
- LUMO level: -0.4723 eV
- Electronic energy: -3742.26757 hartree
- Orbital gap: 7.493 eV